The following is a DFT calculation (wB97M-V/def2-TZVPD) of 12 unconnected molecules or ions with the total composition C80H176N8O16.

## Properties
structure (SMILES): CC1(C)CCCC(C)(C)N1O.CC1(C)CCCC(C)(C)N1O.CC1(C)CCCC(C)(C)N1O.CC1(C)CCCC(C)(C)N1O.CC1(C)CCCC(C)(C)N1O.CC1(C)CCCC(C)(C)N1O.CC1(C)CCCC(C)(C)N1O.CC1(C)CCCC(C)(C)N1O.OCCO.OCCO.OCCO.OCCO
gap between HOMO and LUMO: 8.193 eV
electronic energy: -130479.2192 eV

```
280
C80H176N8O16 | the Open Molecules 2025 dataset | wB97M-V/def2-TZVPD
C 7.27489 -2.89042 0.31326
C 5.89482 -3.61408 0.70133
C 5.09903 -2.59447 1.59201
C 4.45781 -1.36815 0.81391
C 3.50157 -1.88584 -0.31340
C 4.17867 -2.99607 -1.14160
N 5.09989 -3.95809 -0.48312
O 5.69186 -4.95636 -1.26108
C 3.04558 -3.78956 -1.79749
C 4.95596 -2.24364 -2.27662
C 6.09525 -4.83387 1.63944
H 7.93580 -2.53919 1.10567
H 7.06396 -1.99033 -0.26418
H 7.91083 -3.49802 -0.33056
H 4.20474 -3.07116 1.99339
H 5.78996 -2.28852 2.37759
H 5.21704 -0.73621 0.35312
H 3.98428 -0.72857 1.55876
H 3.17562 -1.01503 -0.88220
H 2.58543 -2.34336 0.06007
H 2.17485 -3.21390 -2.11140
H 3.47743 -4.29927 -2.65876
H 2.67499 -4.57744 -1.14174
H 5.80875 -1.67426 -1.90697
H 5.40879 -2.95678 -2.96545
H 4.30366 -1.61773 -2.88558
H 5.21455 -4.96253 2.26865
H 6.87147 -4.54844 2.34947
H 6.41916 -5.77627 1.19778
H 6.31883 -4.45777 -1.79016
C 0.88625 0.78647 5.84678
C 1.80962 0.04808 4.80559
C 2.77585 -0.92284 5.55777
C 2.01541 -2.17917 6.13855
C 1.29093 -2.85152 4.93768
C 0.30879 -1.92545 4.15258
N 0.93900 -0.63140 3.83336
O 0.11582 0.22262 3.07939
C -0.00185 -2.66611 2.81695
C -1.00308 -1.82939 4.87797
C 2.78731 0.97833 4.09260
H 1.13144 1.82375 6.07488
H 0.91209 0.27371 6.80829
H -0.16350 0.83200 5.55687
H 3.58339 -1.25229 4.90398
H 3.18041 -0.47243 6.46417
H 1.44230 -1.89023 7.01954
H 2.63194 -2.91643 6.65278
H 0.74549 -3.63073 5.47005
H 2.02196 -3.35027 4.30135
H 0.88231 -2.48738 2.20506
H -0.19037 -3.73046 2.95736
H -0.79051 -2.25536 2.18656
H -1.56441 -1.15844 4.22771
H -1.45013 -2.82204 4.93170
H -1.06971 -1.40533 5.87988
H 2.35252 1.69941 3.40043
H 3.53677 0.42455 3.52713
H 3.30768 1.61215 4.81063
H 0.60673 0.31322 2.25939
C -2.86252 4.28681 2.01834
C -2.37997 4.44383 3.46646
C -1.10500 3.45955 3.59229
C 0.13794 4.18195 3.20986
C 0.25159 5.65256 3.76818
C -0.97216 6.60641 3.50866
N -2.20011 5.87600 3.91256
O -3.39973 6.53977 3.82186
C -0.76539 7.74840 4.49377
C -1.02019 7.06836 2.06662
C -3.53594 3.86118 4.40219
H -2.99680 5.31512 1.68272
H -3.77525 3.70319 1.89839
H -2.18169 3.83206 1.29877
H -1.00390 3.06690 4.60408
H -1.15986 2.59429 2.93167
H 0.14186 4.25646 2.12241
H 1.04014 3.59291 3.37461
H 1.25280 5.96633 3.47287
H 0.32708 5.51546 4.84689
H -1.40930 8.54682 4.12500
H -0.97689 7.57844 5.54946
H 0.16115 8.32133 4.53101
H -1.99113 7.53142 1.89067
H -0.35861 7.89757 1.81598
H -0.78619 6.32456 1.30497
H -3.74718 2.79329 4.34665
H -4.46175 4.38848 4.17212
H -3.22976 4.07786 5.42561
H -3.50029 6.86818 4.71832
C 8.39623 0.04843 -1.16100
C 8.42479 1.46466 -0.78014
C 7.37468 1.65728 0.33368
C 7.94069 1.12738 1.69667
C 9.28588 1.71466 1.98655
C 10.41041 1.63069 0.87219
N 9.78532 1.94157 -0.45245
O 10.65635 1.88644 -1.55397
C 11.42189 2.74119 1.16176
C 11.04293 0.20453 0.97537
C 7.87369 2.35805 -1.96914
H 9.17923 -0.28626 -1.84142
H 7.39131 -0.21140 -1.49374
H 8.63586 -0.54158 -0.27637
H 7.02426 2.68686 0.40636
H 6.47922 1.11054 0.03820
H 7.89215 0.04014 1.75721
H 7.31984 1.47197 2.52365
H 9.68169 1.23208 2.88016
H 9.13162 2.73591 2.33490
H 10.83354 3.62378 1.41273
H 12.01426 2.48663 2.04062
H 12.20492 2.91096 0.42274
H 11.64327 0.15258 1.88367
H 10.31755 -0.60670 1.03730
H 11.61964 0.03229 0.06661
H 8.36279 2.14808 -2.92034
H 8.06853 3.41764 -1.80351
H 6.83091 2.14002 -2.19969
H 10.71171 2.79805 -1.84980
C -1.14365 -0.93001 -5.21136
C 0.32457 -0.51394 -5.29663
C 0.93039 -0.91307 -6.70358
C 0.36432 0.03690 -7.84040
C 0.63121 1.52967 -7.55865
C 0.13103 1.93678 -6.19114
N 0.56935 0.94819 -5.11321
O 0.18819 1.37411 -3.83523
C 0.80712 3.30944 -5.87731
C -1.44371 2.21624 -6.38776
C 1.23206 -1.27296 -4.25290
H -1.68827 -0.58690 -4.33171
H -1.07233 -2.01074 -5.08871
H -1.65060 -0.72481 -6.15423
H 2.01989 -0.93454 -6.72847
H 0.55925 -1.89230 -7.00599
H -0.64535 -0.17812 -8.19029
H 0.98062 -0.12370 -8.72498
H 0.26331 2.03707 -8.45045
H 1.71155 1.67019 -7.59355
H 0.84823 3.98837 -6.72906
H 0.19845 3.95507 -5.24425
H 1.84087 3.28361 -5.53264
H -1.98303 1.72689 -7.19879
H -1.97749 1.78216 -5.54233
H -1.68363 3.27930 -6.40909
H 2.16898 -0.71838 -4.30514
H 1.47493 -2.33436 -4.30327
H 0.97893 -0.96419 -3.23865
H 1.07310 1.64514 -3.58015
C -8.30608 -3.86115 4.52046
C -7.04670 -3.03307 4.83888
C -5.89024 -4.00493 5.05981
C -4.53673 -3.33634 5.13157
C -4.37446 -2.68444 3.72134
C -5.45037 -1.60533 3.37605
N -6.84027 -2.08443 3.70882
O -7.86462 -1.26213 3.32951
C -5.03649 -0.34296 4.14042
C -5.32886 -1.33735 1.87218
C -7.34917 -2.24496 6.07231
H -8.22654 -4.41720 3.58633
H -9.15247 -3.21734 4.28123
H -8.52637 -4.65096 5.23863
H -6.14733 -4.46455 6.01414
H -5.77357 -4.73117 4.25541
H -3.68535 -3.99810 5.29069
H -4.52785 -2.61274 5.94670
H -4.37639 -3.48331 2.97978
H -3.36198 -2.30164 3.59303
H -5.91697 0.29718 4.19593
H -4.60799 -0.70074 5.07662
H -4.21660 0.25692 3.74542
H -6.17086 -0.74047 1.52165
H -4.43778 -0.74143 1.67484
H -5.46725 -2.17544 1.18912
H -7.50184 -2.79418 7.00137
H -8.21228 -1.59313 5.93723
H -6.52536 -1.60520 6.38875
H -8.30274 -1.77091 2.64337
C -6.88945 0.83469 -0.48253
C -7.14598 1.33579 -1.88273
C -6.37294 2.66490 -2.12657
C -4.86903 2.49406 -2.52489
C -4.73792 1.27814 -3.48774
C -5.37999 -0.05856 -3.07015
N -6.80495 0.28817 -2.81396
O -7.65920 -0.81195 -2.74780
C -5.36262 -1.03208 -4.19767
C -4.52359 -0.59650 -1.89301
C -8.62901 1.79454 -2.03318
H -7.21477 -0.19684 -0.34751
H -7.54759 1.33709 0.22637
H -5.87597 1.02405 -0.12884
H -6.70203 3.32535 -2.92881
H -6.34718 3.23379 -1.19716
H -4.27100 2.38793 -1.61979
H -4.58796 3.43920 -2.98942
H -3.67247 1.17440 -3.69306
H -5.20616 1.65116 -4.39861
H -5.83210 -0.49589 -5.02240
H -4.34864 -1.27767 -4.51332
H -5.85857 -1.99106 -4.04769
H -3.51363 -0.80318 -2.24706
H -4.38008 0.12062 -1.08477
H -4.90835 -1.47243 -1.37069
H -9.35238 0.98268 -1.95740
H -8.76963 2.13085 -3.06042
H -8.95994 2.57506 -1.34806
H -7.31061 -1.35532 -2.03728
C -2.45774 -4.19273 -0.48836
C -2.38598 -5.75938 -0.52970
C -3.54622 -6.40332 0.27782
C -4.88706 -6.32697 -0.47676
C -4.72788 -6.97397 -1.83388
C -3.68507 -6.38957 -2.70980
N -2.41065 -6.13991 -1.93508
O -1.35088 -5.67641 -2.67946
C -3.36400 -7.33927 -3.88149
C -4.13327 -5.03912 -3.39540
C -1.08022 -6.29828 0.22404
H -2.49694 -3.86100 0.54919
H -3.35700 -3.73939 -0.90538
H -1.59513 -3.74058 -0.97782
H -3.27487 -7.43518 0.50085
H -3.62019 -5.85789 1.21864
H -5.26493 -5.30561 -0.52301
H -5.57500 -6.90465 0.14057
H -5.74768 -6.99577 -2.21810
H -4.52192 -8.02707 -1.64240
H -2.67088 -6.86510 -4.57634
H -3.08953 -8.32126 -3.49621
H -4.32057 -7.59202 -4.33889
H -4.92459 -5.19666 -4.12826
H -4.72923 -4.35057 -2.79640
H -3.33142 -4.57734 -3.97149
H -0.12046 -6.04174 -0.22446
H -0.92021 -7.37430 0.15564
H -1.09214 -5.91906 1.24588
H -1.50544 -4.74079 -2.53003
C 4.65803 3.59011 -3.52713
C 4.34743 2.21134 -4.22438
O 3.08199 1.61742 -3.78687
O 3.75221 4.60146 -3.77496
H 5.66295 3.95972 -3.73116
H 4.77716 3.54917 -2.44444
H 5.20838 1.56407 -4.05733
H 4.33110 2.28583 -5.31170
H 2.83928 0.99656 -4.47770
H 2.95618 4.20834 -3.40971
C 2.92811 3.18624 -0.35009
C 1.66947 3.87106 -0.86742
O 1.62860 3.92654 -2.30654
O 3.08220 1.89310 -0.94621
H 2.83390 3.17122 0.73573
H 3.86106 3.70174 -0.57812
H 1.68949 4.88918 -0.47865
H 0.77881 3.45678 -0.39497
H 0.87135 4.37839 -2.68604
H 2.68445 1.99541 -1.81393
C -2.35252 5.31464 -1.60255
C -1.82984 4.82798 -2.92500
O -0.49639 5.30078 -3.01980
O -2.23899 6.74065 -1.51005
H -1.90169 4.83671 -0.73281
H -3.41077 5.05707 -1.55917
H -2.50941 5.28421 -3.64482
H -1.83393 3.75394 -3.11076
H -0.49188 6.21497 -2.72683
H -3.08076 7.13660 -1.27289
C -1.29677 0.24499 -0.19229
C 0.18957 0.34531 -0.64810
O 1.02686 0.54588 0.45123
O -1.65977 1.43065 0.38824
H -1.47201 -0.54126 0.54202
H -1.92262 0.06701 -1.06678
H 0.28383 1.11484 -1.41428
H 0.57858 -0.54658 -1.13934
H 1.80896 0.94994 0.06825
H -0.97259 1.66861 1.01495
```